Below is 16 unconnected molecules or ions with the total composition C47H123N15O23 in a non-equilibrium geometry, with properties calculated with ωB97M-V/def2-TZVPD.

Values from the calculation:
HOMO energy = -0.291 Ha
E_LUMO = -0.2 eV
M = 1266.6 u
HOMO-LUMO gap = 0.2835 Ha
Energy = -4415.99112 Ha

Each atom is followed by the atoms it is bonded to, with distances in Å.
Atoms and positions in Å:
1 C 3.463 24.889 -14.358  C2 1.575, H12 1.090, H13 1.090, H14 1.090
2 C 4.775 24.891 -15.231  C1 1.575, C3 1.548, N7 1.491, C11 1.496
3 C 4.709 23.741 -16.265  C2 1.548, C4 1.572, H15 1.090, H16 1.090
4 C 4.079 24.179 -17.637  C3 1.572, C5 1.542, H17 1.090, H18 1.090
5 C 4.816 25.442 -18.124  C4 1.542, C6 1.507, H19 1.090, H20 1.090
6 C 4.790 26.619 -17.183  C5 1.507, N7 1.462, C9 1.521, C10 1.562
7 N 5.050 26.243 -15.795  C2 1.491, C6 1.462, O8 1.532
8 O 5.107 27.327 -14.713  N7 1.532, H30 0.960
9 C 5.838 27.593 -17.700  C6 1.521, H21 1.090, H22 1.090, H23 1.090
10 C 3.338 27.195 -17.224  C6 1.562, H24 1.090, H25 1.090, H26 1.090
11 C 5.860 24.495 -14.280  C2 1.496, H27 1.090, H28 1.090, H29 1.090
12 H 2.667 25.389 -14.909  C1 1.090
13 H 3.642 25.501 -13.474  C1 1.090
14 H 3.199 23.865 -14.098  C1 1.090
15 H 5.659 23.306 -16.575  C3 1.090
16 H 4.010 22.929 -16.067  C3 1.090
17 H 3.028 24.394 -17.446  C4 1.090
18 H 4.343 23.355 -18.300  C4 1.090
19 H 4.211 25.579 -19.020  C5 1.090
20 H 5.787 25.074 -18.456  C5 1.090
21 H 6.884 27.287 -17.728  C9 1.090
22 H 5.639 27.905 -18.725  C9 1.090
23 H 6.150 28.421 -17.064  C9 1.090
24 H 3.138 27.612 -18.211  C10 1.090
25 H 2.491 26.512 -17.166  C10 1.090
26 H 3.098 27.937 -16.463  C10 1.090
27 H 5.769 23.412 -14.202  C11 1.090
28 H 5.822 24.923 -13.278  C11 1.090
29 H 6.842 24.831 -14.613  C11 1.090
30 H 4.187 27.602 -14.696  O8 0.960
31 C 5.700 17.777 -8.894  C32 1.545, H42 1.090, H43 1.090, H44 1.090
32 C 7.035 17.318 -8.267  C31 1.545, C33 1.564, N37 1.588, C41 1.560
33 C 6.791 16.138 -7.269  C32 1.564, C34 1.490, H45 1.090, H46 1.090
34 C 8.051 15.463 -6.849  C33 1.490, C35 1.491, H47 1.090, H48 1.090
35 C 8.786 14.914 -8.025  C34 1.491, C36 1.535, H49 1.090, H50 1.090
36 C 9.271 15.991 -9.005  C35 1.535, N37 1.514, C39 1.656, C40 1.588
37 N 8.002 16.727 -9.379  C32 1.588, C36 1.514, O38 1.379
38 O 8.241 17.557 -10.454  N37 1.379, H60 0.960
39 C 10.460 16.955 -8.371  C36 1.656, H51 1.090, H52 1.090, H53 1.090
40 C 9.780 15.279 -10.330  C36 1.588, H54 1.090, H55 1.090, H56 1.090
41 C 7.614 18.580 -7.555  C32 1.560, H57 1.090, H58 1.090, H59 1.090
42 H 5.209 16.824 -9.088  C31 1.090
43 H 5.700 18.200 -9.899  C31 1.090
44 H 5.073 18.331 -8.196  C31 1.090
45 H 6.286 16.396 -6.338  C33 1.090
46 H 6.228 15.307 -7.696  C33 1.090
47 H 7.789 14.676 -6.142  C34 1.090
48 H 8.816 15.975 -6.264  C34 1.090
49 H 8.153 14.252 -8.615  C35 1.090
50 H 9.611 14.296 -7.670  C35 1.090
51 H 10.969 17.372 -9.240  C39 1.090
52 H 10.175 17.586 -7.529  C39 1.090
53 H 11.062 16.262 -7.784  C39 1.090
54 H 9.037 14.637 -10.802  C40 1.090
55 H 10.121 16.053 -11.017  C40 1.090
56 H 10.589 14.575 -10.134  C40 1.090
57 H 8.342 18.360 -6.775  C41 1.090
58 H 6.726 19.020 -7.101  C41 1.090
59 H 7.933 19.274 -8.332  C41 1.090
60 H 9.033 17.983 -10.119  O38 0.960
61 C 1.184 27.766 -6.434  C62 1.587, H72 1.090, H73 1.090, H74 1.090
62 C 2.237 26.694 -5.926  C61 1.587, C63 1.525, N67 1.455, C71 1.543
63 C 2.648 25.915 -7.172  C62 1.525, C64 1.529, H75 1.090, H76 1.090
64 C 3.955 25.163 -6.923  C63 1.529, C65 1.535, H77 1.090, H78 1.090
65 C 5.084 26.111 -6.499  C64 1.535, C66 1.564, H79 1.090, H80 1.090
66 C 4.719 26.873 -5.183  C65 1.564, N67 1.501, C69 1.519, C70 1.550
67 N 3.324 27.416 -5.282  C62 1.455, C66 1.501, O68 1.399
68 O 3.073 28.328 -4.252  N67 1.399, H90 0.960
69 C 4.892 25.944 -3.994  C66 1.519, H81 1.090, H82 1.090, H83 1.090
70 C 5.730 28.045 -5.100  C66 1.550, H84 1.090, H85 1.090, H86 1.090
71 C 1.453 25.882 -4.873  C62 1.543, H87 1.090, H88 1.090, H89 1.090
72 H 1.682 28.310 -7.237  C61 1.090
73 H 0.799 28.552 -5.784  C61 1.090
74 H 0.242 27.388 -6.831  C61 1.090
75 H 1.797 25.309 -7.484  C63 1.090
76 H 2.732 26.719 -7.903  C63 1.090
77 H 4.269 24.553 -7.770  C64 1.090
78 H 3.651 24.422 -6.183  C64 1.090
79 H 5.515 26.771 -7.251  C65 1.090
80 H 5.907 25.404 -6.390  C65 1.090
81 H 5.906 25.580 -3.829  C69 1.090
82 H 4.718 26.478 -3.060  C69 1.090
83 H 4.279 25.043 -4.002  C69 1.090
84 H 6.739 27.651 -5.218  C70 1.090
85 H 5.593 28.856 -5.816  C70 1.090
86 H 5.646 28.536 -4.130  C70 1.090
87 H 0.466 25.479 -5.103  C71 1.090
88 H 1.193 26.572 -4.071  C71 1.090
89 H 1.921 24.994 -4.449  C71 1.090
90 H 2.927 29.129 -4.761  O68 0.960
91 C 9.215 31.551 -13.604  C92 1.551, O94 1.392, H95 1.090, H96 1.090
92 C 10.636 30.960 -13.795  C91 1.551, O93 1.414, H97 1.090, H98 1.090
93 O 11.026 31.045 -15.152  C92 1.414, H99 0.960
94 O 9.277 32.941 -13.575  C91 1.392, H100 0.960
95 H 8.946 31.108 -12.645  C91 1.090
96 H 8.524 31.244 -14.389  C91 1.090
97 H 10.883 30.039 -13.267  C92 1.090
98 H 11.244 31.712 -13.291  C92 1.090
99 H 10.732 30.222 -15.550  O93 0.960
100 H 9.277 33.147 -14.513  O94 0.960
101 C -0.253 32.356 -22.622  C102 1.467, O104 1.385, H105 1.090, H106 1.090
102 C 0.457 31.165 -23.100  C101 1.467, O103 1.459, H107 1.090, H108 1.090
103 O 1.795 31.606 -23.478  C102 1.459, H109 0.960
104 O 0.179 32.852 -21.402  C101 1.385, H110 0.960
105 H -1.306 32.072 -22.607  C101 1.090
106 H -0.187 33.185 -23.326  C101 1.090
107 H -0.034 30.653 -23.928  C102 1.090
108 H 0.557 30.473 -22.264  C102 1.090
109 H 2.209 31.777 -22.629  O103 0.960
110 H 0.970 33.363 -21.590  O104 0.960
111 C 12.538 24.574 -18.836  C112 1.485, O114 1.492, H115 1.090, H116 1.090
112 C 13.297 24.620 -20.112  C111 1.485, O113 1.452, H117 1.090, H118 1.090
113 O 12.445 24.287 -21.239  C112 1.452, H119 0.960
114 O 11.980 25.915 -18.496  C111 1.492, H120 0.960
115 H 13.197 24.165 -18.069  C111 1.090
116 H 11.743 23.830 -18.777  C111 1.090
117 H 14.129 23.916 -20.077  C112 1.090
118 H 13.455 25.666 -20.375  C112 1.090
119 H 11.762 24.943 -21.395  O113 0.960
120 H 11.022 25.909 -18.553  O114 0.960
121 C 3.701 32.806 -8.630  C122 1.500, O124 1.489, H125 1.090, H126 1.090
122 C 4.896 33.663 -8.931  C121 1.500, O123 1.406, H127 1.090, H128 1.090
123 O 6.057 32.872 -8.960  C122 1.406, H129 0.960
124 O 3.610 31.795 -9.719  C121 1.489, H130 0.960
125 H 2.736 33.308 -8.551  C121 1.090
126 H 3.749 32.273 -7.681  C121 1.090
127 H 5.039 34.417 -8.158  C122 1.090
128 H 4.662 34.230 -9.832  C122 1.090
129 H 6.420 32.923 -9.847  O123 0.960
130 H 4.462 31.353 -9.710  O124 0.960
131 C 7.256 28.388 -24.605  C132 1.586, O134 1.433, H135 1.090, H136 1.090
132 C 7.998 26.987 -24.603  C131 1.586, O133 1.437, H137 1.090, H138 1.090
133 O 8.582 26.882 -23.294  C132 1.437, H139 0.960
134 O 5.972 28.151 -24.015  C131 1.433, H140 0.960
135 H 7.068 28.609 -25.656  C131 1.090
136 H 7.787 29.234 -24.168  C131 1.090
137 H 8.633 26.928 -25.487  C132 1.090
138 H 7.276 26.246 -24.948  C132 1.090
139 H 7.802 26.669 -22.778  O133 0.960
140 H 5.374 28.831 -24.334  O134 0.960
141 C 12.308 31.979 -21.552  C142 1.521, O144 1.418, H145 1.090, H146 1.090
142 C 12.686 30.872 -20.580  C141 1.521, O143 1.455, H147 1.090, H148 1.090
143 O 13.701 31.347 -19.651  C142 1.455, H149 0.960
144 O 12.079 33.234 -20.932  C141 1.418, H150 0.960
145 H 11.484 31.699 -22.209  C141 1.090
146 H 13.159 32.159 -22.208  C141 1.090
147 H 12.874 29.932 -21.100  C142 1.090
148 H 11.762 30.686 -20.033  C142 1.090
149 H 13.334 31.325 -18.764  O143 0.960
150 H 12.742 33.612 -20.350  O144 0.960
151 C -4.488 22.868 -12.746  C152 1.593, O154 1.350, H155 1.090, H156 1.090
152 C -2.951 23.168 -12.455  C151 1.593, O153 1.416, H157 1.090, H158 1.090
153 O -2.848 24.573 -12.300  C152 1.416, H159 0.960
154 O -5.211 23.135 -11.637  C151 1.350, H160 0.960
155 H -4.551 21.820 -13.037  C151 1.090
156 H -4.831 23.554 -13.520  C151 1.090
157 H -2.456 22.963 -13.404  C152 1.090
158 H -2.789 22.735 -11.469  C152 1.090
159 H -3.606 25.009 -12.697  O153 0.960
160 H -5.262 24.093 -11.607  O154 0.960
161 C -2.006 30.442 -17.203  O162 1.202, N163 1.319, N164 1.282
162 O -2.570 29.673 -16.472  C161 1.202
163 N -1.666 30.062 -18.420  C161 1.319, H165 1.010, H166 1.010
164 N -1.617 31.647 -17.006  C161 1.282, H167 1.010, H168 1.010
165 H -1.050 30.678 -18.932  N163 1.010
166 H -1.684 29.112 -18.761  N163 1.010
167 H -1.014 32.164 -17.629  N164 1.010
168 H -1.781 32.021 -16.082  N164 1.010
169 C 5.373 16.083 -15.578  O170 1.187, N171 1.290, N172 1.287
170 O 4.614 16.069 -16.491  C169 1.187
171 N 5.083 15.622 -14.409  C169 1.290, H173 1.010, H174 1.010
172 N 6.494 16.710 -15.650  C169 1.287, H175 1.010, H176 1.010
173 H 5.837 15.675 -13.738  N171 1.010
174 H 4.230 15.082 -14.392  N171 1.010
175 H 7.072 16.523 -14.844  N172 1.010
176 H 6.746 17.471 -16.265  N172 1.010
177 C -3.439 24.484 -18.795  O178 1.193, N179 1.349, N180 1.301
178 O -2.443 24.891 -19.308  C177 1.193
179 N -4.384 25.146 -18.094  C177 1.349, H181 1.010, H182 1.010
180 N -3.977 23.365 -19.185  C177 1.301, H183 1.010, H184 1.010
181 H -5.044 24.602 -17.557  N179 1.010
182 H -4.001 26.018 -17.759  N179 1.010
183 H -3.227 22.950 -19.718  N180 1.010
184 H -4.939 23.363 -19.493  N180 1.010
185 C 6.238 33.931 -20.511  O186 1.222, N187 1.338, N188 1.303
186 O 5.034 33.914 -20.720  C185 1.222
187 N 6.781 33.883 -19.289  C185 1.338, H189 1.010, H190 1.010
188 N 7.176 33.986 -21.414  C185 1.303, H191 1.010, H192 1.010
189 H 6.166 34.022 -18.500  N187 1.010
190 H 7.772 33.965 -19.113  N187 1.010
191 H 8.166 34.014 -21.215  N188 1.010
192 H 6.872 34.251 -22.340  N188 1.010
193 C 0.377 18.310 -19.467  O194 1.272, N195 1.268, N196 1.268
194 O -0.665 18.828 -19.981  C193 1.272
195 N 1.044 17.476 -20.151  C193 1.268, H197 1.010, H198 1.010
196 N 0.846 18.522 -18.308  C193 1.268, H199 1.010, H200 1.010
197 H 1.694 16.861 -19.682  N195 1.010
198 H 0.601 17.141 -20.994  N195 1.010
199 H 1.784 18.172 -18.174  N196 1.010
200 H 0.348 19.124 -17.668  N196 1.010
201 C 4.747 21.272 -25.810  O202 1.211, N203 1.279, N204 1.288
202 O 5.484 20.314 -25.733  C201 1.211
203 N 3.972 21.371 -26.823  C201 1.279, H205 1.010, H206 1.010
204 N 4.642 22.169 -24.893  C201 1.288, H207 1.010, H208 1.010
205 H 3.863 20.587 -27.450  N203 1.010
206 H 3.230 22.041 -26.681  N203 1.010
207 H 4.986 22.019 -23.955  N204 1.010
208 H 3.791 22.701 -25.004  N204 1.010